No. 1
C4H5Br2Yb | ωB97M-V with the def2-TZVPD basis set

Its charge is +1. The HOMO energy is -9.87 eV. The value obtained for the largest force on an atom is 3.0 eV Å⁻¹. As for the orbital gap: 3.75 eV. As for the LUMO energy: -6.11 eV.

Geometry (Å):
1 Yb -2.35494 -1.34826 -2.65339
2 H -1.47115 -0.59287 -1.14858
3 C 0.97578 0.56498 0.44080
4 Br 0.90485 2.29077 -0.35008
5 C 2.15356 0.21306 1.01345
6 H 3.01406 0.61539 0.49895
7 Br -0.24307 -1.91405 1.16197
8 C -0.18544 -0.22021 0.40454
9 H 2.29799 -0.85580 1.08749
10 H -2.27428 -0.02047 0.39226
11 H -1.41226 1.13838 -0.61760
12 C -1.40512 0.12907 -0.22982



No. 2
C24H43AuBrP2 | ωB97M-V with the def2-TZVPD basis set

Its expectation value of S² is 2.0382. Its charge is +1. The HOMO energy (spin up / spin down) is -8.47 / -9.34 eV. The calculation puts the relative energy (zero: lowest compared OMol25 entry of this formula, charge and spin) at 1.160 eV. The value obtained for the largest force on an atom is 5.2 eV Å⁻¹. As for the orbital gap (spin up / spin down): 5.30 / 5.95 eV. As for the LUMO energy (spin up / spin down): -3.17 / -3.39 eV. The spin multiplicity is 3.

Geometry (Å):
1 H -0.75316 1.56184 -2.06520
2 H -4.05477 1.76845 0.66242
3 H -1.83113 -1.11754 6.14372
4 H 1.55188 -4.18768 2.35309
5 P 1.61432 1.31540 0.14917
6 H -2.40879 1.38453 -3.32285
7 C -1.79662 -0.94819 -0.71652
8 H -1.05485 -2.38344 -4.57830
9 C -1.81965 -2.78605 2.61247
10 H 3.50919 -1.63169 4.32973
11 C -1.66575 0.86862 -3.94907
12 C 0.71015 -2.29902 2.88043
13 C -1.76891 -0.46369 -3.99602
14 H -2.62570 -0.94779 -3.51342
15 C 0.98439 0.29847 5.56678
16 C -0.64915 -2.12278 3.23406
17 Br -1.24981 0.88185 1.89814
18 H 3.43748 0.90390 -1.44463
19 C -1.89431 -0.76992 5.09377
20 H -1.08826 -1.47920 -0.05509
21 C -3.80376 0.97680 -0.06203
22 C 0.36404 2.55628 -0.53262
23 H -1.46535 -0.98912 -1.78018
24 C 1.19830 -0.39086 -3.88818
25 H -1.99642 0.33059 5.09323
26 H 0.87954 3.11917 -1.36159
27 H -1.52443 -3.27255 1.67505
28 C 3.27061 1.58671 -0.61011
29 C -0.69933 -1.18761 4.32275
30 H 3.48036 2.59269 -0.96736
31 H -4.22838 0.02139 0.28064
32 H -2.77552 -1.46613 -0.78197
33 H -1.43029 -1.28633 -5.93595
34 C -1.01197 2.01325 -1.09188
35 H 1.98765 1.36398 -2.77769
36 H -1.68810 2.87792 -1.25552
37 H 0.66045 -0.22762 -5.86316
38 C -0.99536 -1.34467 -4.92191
39 H 0.68636 2.97787 -3.71753
40 H 2.49770 1.28191 2.39966
41 C 1.27248 0.97732 -3.49550
42 H -2.25589 -3.55255 3.27086
43 H 2.11803 -2.85670 1.34063
44 H 4.03529 1.36714 0.14544
45 H 1.08024 -1.86952 -5.26659
46 H 2.03216 0.61431 5.45973
47 C 1.49799 -1.36916 3.63563
48 H 3.32036 -1.57297 2.55810
49 H 2.74748 2.93878 1.66960
50 H 0.14838 3.26893 0.27911
51 C 2.95748 -1.15655 3.50558
52 C 1.24159 -3.24903 1.86858
53 H 0.51154 -3.49360 1.09120
54 Au 0.78104 -0.91979 -2.11251
55 C 2.02275 2.08927 1.79552
56 H -2.60852 -2.04743 2.39802
57 H 3.18880 -0.08585 3.53655
58 H 1.28261 2.19541 -5.15650
59 H -0.79101 1.45011 -5.82604
60 H -4.21050 1.19261 -1.06674
61 P -2.02413 0.76128 -0.19805
62 C -0.79595 1.78552 -4.77001
63 H 0.86154 -0.10168 6.59587
64 H 1.95848 -1.29100 -3.64655
65 H 0.35385 1.20268 5.47882
66 H -1.30328 2.77296 -4.74300
67 C 0.64371 2.03911 -4.27908
68 H 1.08486 2.40645 2.30221
69 C 0.47644 -0.95764 -5.07756
70 H -2.80309 -1.21000 4.65594
71 C 0.62262 -0.70815 4.54443



No. 3
C10H13N3O | ωB97M-V with the def2-TZVPD basis set

The HOMO energy is -8.29 eV. The calculation puts the relative energy (zero: lowest compared OMol25 entry of this formula, charge and spin) at 1.178 eV. The value obtained for the largest force on an atom is 7.3 eV Å⁻¹. As for the orbital gap: 8.95 eV. As for the LUMO energy: 0.66 eV.

Geometry (Å):
1 H -1.02034 1.56184 -0.05689
2 H -3.73309 -1.33239 -0.65351
3 H 0.98776 1.88186 1.24357
4 H -1.26305 -1.44048 -0.61606
5 H -0.12573 1.96334 -1.45881
6 C -1.51971 0.42015 -1.61747
7 H -4.39467 0.47225 -1.54678
8 H 2.33663 -2.01117 -0.10756
9 H 1.93659 2.42124 3.22161
10 C -0.41399 1.06941 -0.87658
11 O 2.77076 2.03447 3.29729
12 C 1.50717 -0.03031 0.35947
13 C 3.42436 -0.17281 2.56495
14 H -4.11820 0.10335 -3.31586
15 C -3.65285 0.04872 -2.27884
16 H 3.86166 -0.40628 3.54047
17 N 0.48526 -0.02924 -0.54677
18 N -1.80314 -0.90678 -1.36114
19 N -2.44854 0.98179 -2.19459
20 C 3.22840 -1.14020 1.56433
21 H -3.26378 -2.19719 -2.33976
22 C 2.65928 0.93257 2.36050
23 C 2.33590 -1.03420 0.46916
24 H 0.04848 -0.73693 -1.06707
25 C 1.61213 0.98587 1.33506
26 C -3.11639 -1.29215 -1.67946
27 H 3.67908 -2.14675 1.76075



No. 4
CH3Br | ωB97M-V with the def2-TZVPD basis set

The HOMO energy is -9.83 eV. The calculation puts the relative energy (zero: lowest compared OMol25 entry of this formula, charge and spin) at 2.054 eV. The value obtained for the largest force on an atom is 5.5 eV Å⁻¹. As for the orbital gap: 10.37 eV. As for the LUMO energy: 0.54 eV.

Geometry (Å):
1 Br 1.79759 -0.00796 0.02966
2 H -0.78673 -1.24189 -0.32911
3 H -0.37342 0.57281 -0.81632
4 C -0.06262 0.15355 0.07493
5 H -0.57482 0.52349 1.04083



No. 5
C4H9NO3 | ωB97M-V with the def2-TZVPD basis set

The HOMO energy is -8.07 eV. The calculation puts the relative energy (zero: lowest compared OMol25 entry of this formula, charge and spin) at 5.712 eV. The value obtained for the largest force on an atom is 6.2 eV Å⁻¹. As for the orbital gap: 8.49 eV. As for the LUMO energy: 0.41 eV.

Geometry (Å):
1 O 1.37538 -2.47443 -0.12314
2 H -1.06952 -1.17049 -0.01338
3 C -1.97651 1.04000 -0.41171
4 H 0.24483 0.98123 1.78753
5 H -2.10534 0.97967 -1.48489
6 O 0.91153 1.33378 -0.55535
7 H -1.62933 2.00538 -0.06435
8 N 0.23032 0.15668 -0.78126
9 H 0.31163 -0.77378 2.04331
10 H 3.14786 -1.73163 -1.40639
11 O 2.54958 -0.96693 -1.30707
12 C 1.45345 -1.37150 -0.60020
13 C -0.29499 0.04693 1.65974
14 H -2.82398 0.64963 0.14003
15 C -0.59800 -0.22130 0.21631
16 H -1.22777 0.11106 2.22033
17 H 1.50087 1.40570 -1.31950



No. 6
C40H31AlAsCl2N6O2S | ωB97M-V with the def2-TZVPD basis set

Its charge is +1. The HOMO energy is -10.01 eV. The calculation puts the relative energy (zero: lowest compared OMol25 entry of this formula, charge and spin) at 0.178 eV. The value obtained for the largest force on an atom is 0.7 eV Å⁻¹. As for the orbital gap: 6.88 eV. As for the LUMO energy: -3.14 eV.

Geometry (Å):
1 C -3.87969 -0.53071 0.45068
2 C -0.62737 -1.02136 3.39940
3 C 2.34473 -2.73510 -3.90195
4 O 1.88822 -3.65598 0.56914
5 S 2.72420 -0.51289 -0.72095
6 H 0.15620 0.72852 -4.62234
7 N 2.17246 -2.45555 -2.55819
8 H -4.24019 2.95265 -1.00788
9 H 5.00938 2.53299 3.37845
10 H -3.08849 5.33582 2.94834
11 N -2.79647 0.07593 -0.08448
12 C 0.83659 2.69580 -4.09132
13 C 3.05151 1.65784 3.41468
14 H -0.86932 1.69005 3.07997
15 C -2.95859 1.29148 -0.61698
16 H 1.98434 -3.64117 -4.35699
17 H -6.16642 1.92653 0.20146
18 H -1.15609 3.90278 -0.58002
19 N -0.03059 -2.57875 -0.16096
20 C 2.99138 -1.68125 -4.42916
21 C 1.43608 -1.81700 4.28836
22 C 0.19307 1.02215 -2.49806
23 H 2.09931 -1.99010 5.12660
24 C -0.24296 -4.94246 -0.96665
25 N 3.21197 -0.77215 -3.40081
26 C 0.90996 -2.02274 1.97533
27 H -3.99914 -4.72261 -0.04906
28 H 1.46260 4.57842 -3.27101
29 C -1.07573 -6.04633 -1.13832
30 H 1.76207 -3.06295 -1.86605
31 C 0.92226 3.18447 -1.73587
32 H 2.73376 -2.71895 2.80208
33 O -4.72355 -2.70527 0.91929
34 N -0.27229 -1.40141 2.16418
35 H 3.09771 1.39434 4.46402
36 H 3.45998 1.06496 -4.36512
37 C -5.22692 1.39735 0.10873
38 C 1.10841 3.57836 -3.05479
39 C -4.15583 1.97758 -0.55028
40 C 2.93161 2.28746 0.71379
41 C 1.84304 1.67532 1.32597
42 C -5.09252 0.10424 0.59167
43 C -2.47990 4.59100 2.45064
44 C -2.17173 4.72429 1.10440
45 C 0.37369 1.41532 -3.81387
46 As 0.20436 1.25278 0.35669
47 H 4.95813 0.34082 -3.73473
48 C 0.18985 -1.23337 4.48962
49 C -0.90072 2.67044 1.16670
50 H 1.12774 3.87877 -0.93188
51 C -2.42191 -5.96670 -0.81275
52 H 1.08337 0.87561 3.17136
53 C -3.75934 -2.03303 0.61689
54 H -5.91356 -0.44761 1.02781
55 H -1.60207 -0.55884 3.49847
56 C 2.70995 -1.25965 -2.23815
57 H -0.15392 0.01886 -2.27504
58 H -2.11725 1.70080 -1.15306
59 H 3.32240 -1.49523 -5.43613
60 C -0.76821 -3.75647 -0.49320
61 H -2.22672 3.38996 4.21135
62 H 4.89752 3.08803 0.96966
63 C 3.89787 0.49856 -3.54404
64 C -1.22588 2.54322 2.51633
65 H -0.14743 -0.95138 5.47691
66 H 0.81344 -5.05764 -1.15729
67 C 1.05221 -2.79134 0.66911
68 C -2.95629 -4.77979 -0.32179
69 N -2.51620 -2.39615 0.25435
70 C -2.00091 3.49831 3.15819
71 H 3.78026 1.04854 -2.61593
72 H -2.55114 5.56795 0.54050
73 C -2.13405 -3.67769 -0.16748
74 C 1.80138 -2.21340 3.01311
75 C -1.38492 3.77408 0.46850
76 Cl -3.46250 -7.33067 -0.98956
77 C 4.12380 2.28930 2.80512
78 H 0.97605 3.00898 -5.11838
79 C 4.05994 2.60350 1.45444
80 C 1.91449 1.35917 2.67809
81 H 2.91290 2.50264 -0.34254
82 Cl -0.38925 -7.50553 -1.75223
83 C 0.47195 1.89791 -1.44938
84 Al -1.11609 -1.12468 0.35424